# 1
The ion C11H13N4 with charge +1. Source: OMol25; level of theory: ωB97M-V with the def2-TZVPD basis set.

```
! wB97M-V def2-TZVPD RIJCOSX def2/J DEFGRID3
* xyz 1 1
C -0.0009 -3.1999 0.1475
N -0.1983 -1.7321 0.1414
C 0.8079 -0.8467 0.0932
C 2.1238 -1.2053 -0.0292
C 3.0291 -0.1351 -0.1905
C 2.5175 1.1374 -0.2503
N 1.2422 1.4676 0.0509
C 1.0216 2.9538 -0.1948
C 0.3209 0.5018 0.1828
C -1.1130 0.3953 0.2559
N -2.0756 1.3009 0.8119
C -3.2727 0.9500 0.1761
N -3.1739 0.1954 -0.8475
C -1.8819 -0.3157 -0.9170
C -1.4209 -1.1505 0.3085
H -0.9632 -3.5535 0.0187
H 0.5805 -3.3928 -0.6473
H 0.2940 -3.6679 0.9989
H 2.3401 -2.1934 0.0093
H 4.1423 -0.1233 -0.3723
H 2.9997 2.0624 -0.3978
H 1.7436 3.4172 0.4294
H 0.0314 3.1612 0.2481
H 1.1822 3.1374 -1.3869
H -2.2237 1.5326 1.7819
H -4.2818 1.3826 0.3809
H -1.4997 -0.6491 -1.7994
H -2.2713 -1.4302 0.9977
*
```

- Orbital gap: 7.39 eV
- Relative energy (zero: lowest compared OMol25 entry of this formula, charge and spin): 78.5 kJ/mol
- Largest force on an atom: 0.08742 Eh/bohr
- DFT total energy: -645.6430 Ha
- Structure (SMILES): CN1c2ccc[n+](C)c2[C@@]23NC=N[C@@H]2[C@@H]13
- LUMO: -4.0 eV

# 2
A cluster of 2 separate species, C11H13N5O5 in total. Source: OMol25; level of theory: ωB97M-V with the def2-TZVPD basis set.

```
! wB97M-V def2-TZVPD RIJCOSX def2/J DEFGRID3
* xyz 0 1
O 0.1099 -1.5495 -3.7243
N 0.5931 -1.0396 -2.6917
O 1.6437 -1.5031 -2.1634
C -0.0346 0.1103 -2.0954
C -1.1889 0.6317 -2.7135
C -1.8284 1.7660 -2.2030
N -3.1025 2.1955 -2.7516
O -3.7088 3.1867 -2.3069
O -3.5639 1.5072 -3.6921
C -1.2214 2.4017 -1.0539
N -1.6995 3.4167 -0.2863
O -0.7959 3.5375 0.7359
N 0.2736 2.5953 0.6497
C -0.0545 1.8715 -0.4469
C 0.5765 0.6673 -0.9007
H -1.6022 0.1485 -3.5956
H 1.6575 0.6176 -0.7800
C 2.8390 -1.3645 1.7622
C 1.5211 -0.6143 1.7182
C 0.6078 -0.9898 2.8956
C -0.7726 -1.3086 2.2999
C -0.5465 -1.5505 0.8153
N 0.7096 -0.8399 0.5058
H 3.4278 -0.9504 2.5894
H 2.6958 -2.4372 1.9611
H 3.4208 -1.2449 0.8454
H 1.7085 0.4635 1.7634
H 1.0038 -1.8383 3.4662
H 0.5395 -0.1390 3.5788
H -1.2684 -2.1513 2.7912
H -1.4038 -0.4264 2.4274
H -0.3723 -2.6187 0.6077
H -1.3924 -1.2133 0.2034
H 1.2284 -1.3377 -0.2113
*
```

- Orbital gap: 7.18 eV
- Relative energy (zero: lowest compared OMol25 entry of this formula, charge and spin): 0.0 kJ/mol
- Largest force on an atom: 0.05674 Eh/bohr
- DFT total energy: -1076.6207 Ha
- Structure (SMILES): O=[N+]([O-])c1cc([N+](=O)[O-])c2nonc2c1.C[C@@H]1CCCN1
- LUMO: -1.7 eV

# 3
An isolated molecule of C11H13NO2. Source: OMol25; level of theory: ωB97M-V with the def2-TZVPD basis set.

```
! wB97M-V def2-TZVPD RIJCOSX def2/J DEFGRID3
* xyz 0 1
O -1.9181 -2.1374 -0.9526
C -1.8834 -1.0466 -0.2385
C -1.4071 -1.1522 1.2314
C -0.2142 -0.7907 1.6872
C 0.9301 -0.5161 0.8382
C 1.0998 -1.1354 -0.3752
C 2.0766 -0.8844 -1.3454
C 3.1953 -0.0453 -0.9104
C 3.2280 0.6342 0.3500
C 2.0530 0.3045 1.2466
N -2.6098 0.1752 -0.5298
C -2.1401 1.3015 0.2836
C -1.3283 2.3048 -0.4558
O -0.0054 1.9875 -0.4317
H -2.1531 -1.3028 1.9817
H -0.1426 -0.6194 2.8564
H 0.3487 -1.8691 -0.7236
H 2.2887 -1.4457 -2.2664
H 3.9388 -0.1386 -1.6960
H 4.0415 1.2854 0.6741
H 2.2651 0.5531 2.4310
H -2.9434 0.1769 -1.5108
H -1.5987 0.8092 1.1214
H -3.1537 1.8365 0.4327
H -1.7381 2.5022 -1.6027
H -1.1439 3.1838 0.0667
H -0.0100 1.1541 -0.8539
*
```

- Orbital gap: 9.09 eV
- Relative energy (zero: lowest compared OMol25 entry of this formula, charge and spin): 496.9 kJ/mol
- Largest force on an atom: 0.11012 Eh/bohr
- DFT total energy: -632.0402 Ha
- Structure (SMILES): O=C(/C=C\c1ccccc1)NCCO
- LUMO: 0.4 eV

# 4
An isolated molecule of C11H13NOS2. Source: OMol25; level of theory: ωB97M-V with the def2-TZVPD basis set.

```
! wB97M-V def2-TZVPD RIJCOSX def2/J DEFGRID3
* xyz 0 3
C -3.8494 0.1005 -1.3438
C -2.5453 -0.3643 -1.0173
C -4.6953 0.2595 -0.3304
C -2.4479 -0.5580 0.3779
C 2.3388 -0.6000 0.1854
C 2.6897 0.6182 0.3742
C 0.9595 -1.2244 0.4624
C 0.0950 1.0352 0.6779
C 3.3020 -1.7378 -0.2367
C 3.3143 1.8971 0.0218
C -1.2661 -0.8866 1.1279
N -0.0167 -0.3083 0.5440
O 0.7883 -2.4189 0.5702
S -3.8831 -0.0388 1.1487
S 0.1177 1.9488 -0.8337
H -4.1239 0.2035 -2.4053
H -1.7088 -0.2588 -1.7122
H -5.5714 0.8944 -0.2878
H -0.4072 1.4573 1.4716
H 4.3483 -1.2755 -0.4565
H 2.8107 -2.4208 -1.0283
H 3.2411 -2.3858 0.6286
H 3.6771 2.2817 0.9243
H 2.5420 2.5342 -0.3445
H 3.7994 1.7213 -0.8620
H -1.2002 -0.6602 2.2018
H -1.1159 -1.9552 1.0699
H -1.1925 2.1417 -0.9282
*
```

- Orbital gap (spin up / spin down): 7.21 / 7.62 eV
- Largest force on an atom: 0.06752 Eh/bohr
- DFT total energy: -1353.0939 Ha
- LUMO (spin up / spin down): 0.6 / -1.2 eV
- ⟨S²⟩: 2.0165

# 5
An isolated molecule of C11H13NS. Source: OMol25; level of theory: ωB97M-V with the def2-TZVPD basis set.

```
! wB97M-V def2-TZVPD RIJCOSX def2/J DEFGRID3
* xyz 0 1
C 0.8417 -2.9180 0.9156
C 0.1307 -2.5687 -0.4322
C -0.5826 -1.2872 -0.3865
C -1.9550 -1.1872 -0.2194
C -2.6421 -0.0087 -0.2893
C -1.9788 1.1941 -0.3715
C -0.5689 1.1793 -0.3219
C 0.1262 2.5367 -0.4266
C 0.7034 3.0842 0.9450
C 0.1195 -0.0534 -0.4390
N 1.4603 0.0092 -0.4556
C 2.6505 0.0177 -0.4516
S 4.2622 0.0465 -0.3841
H 0.0999 -3.0426 1.6922
H 1.4170 -3.8897 0.8711
H 1.5784 -2.1884 1.2572
H 0.8194 -2.6419 -1.2272
H -0.5842 -3.4314 -0.6684
H -2.3972 -2.1679 -0.2787
H -3.6966 -0.0661 -0.2998
H -2.6159 2.1164 -0.4506
H 1.0394 2.3575 -1.0993
H -0.5404 3.2462 -1.1295
H 1.3933 2.3569 1.2916
H 1.0295 4.1105 0.6820
H -0.1098 3.1959 1.6766
*
```

- Orbital gap: 8.83 eV
- Relative energy (zero: lowest compared OMol25 entry of this formula, charge and spin): 0.0 kJ/mol
- Largest force on an atom: 0.06906 Eh/bohr
- DFT total energy: -879.8688 Ha
- Structure (SMILES): CCc1cccc(CC)c1N=C=S
- LUMO: 0.4 eV

# 6
A cluster of 2 separate species, C11H14BCl4F10NO3 in total. Source: OMol25; level of theory: ωB97M-V with the def2-TZVPD basis set.

```
! wB97M-V def2-TZVPD RIJCOSX def2/J DEFGRID3
* xyz 0 1
O 2.7403 -0.6272 3.2190
B 1.9852 -0.1292 2.1076
O 0.5691 0.0821 2.2901
C 2.7543 0.2170 0.7127
C 1.8040 0.1391 -0.5666
C 1.0801 1.5129 -0.9358
O 0.4407 2.1623 0.1926
C -0.9918 1.9395 0.0978
C -1.7628 2.2631 1.4518
C -3.3599 2.1595 1.3269
C -3.9285 0.6909 1.5370
F -5.2977 0.8506 1.9143
F -3.2863 0.1368 2.6563
C -3.9096 -0.2364 0.2343
F -3.5396 0.5299 -0.8985
F -5.2512 -0.6264 -0.0227
C -3.0864 -1.5888 0.3733
F -3.6543 -2.3756 1.4021
F -1.7466 -1.3621 0.7678
C -3.0797 -2.5186 -0.9245
F -2.6496 -1.8941 -2.0813
F -4.3147 -3.1468 -1.0489
F -2.1517 -3.5508 -0.6571
N 2.6623 -0.2386 -1.7294
F 3.6939 0.6797 -1.8849
H 3.6768 -0.7067 2.9521
H 0.1644 -0.6892 2.7330
H 3.6091 -0.5441 0.6215
H 3.1958 1.2706 0.7480
H 1.0363 -0.7008 -0.4536
H 0.3201 1.2857 -1.7695
H 1.7981 2.2877 -1.3794
H -1.1243 0.8514 -0.2129
H -1.4239 2.6286 -0.7147
H -1.5404 3.3653 1.6873
H -1.3682 1.6852 2.3515
H -3.7389 2.6716 0.3851
H -3.7742 2.7818 2.1966
H 2.1236 -0.2172 -2.6091
Cl 5.9326 -3.2679 -4.6070
C 6.2683 -2.2075 -3.2209
Cl 4.7564 -1.4668 -2.6587
Cl 6.9847 -3.1635 -1.9058
Cl 7.4060 -0.9345 -3.7131
*
```

- Orbital gap: 9.91 eV
- Largest force on an atom: 0.05861 Eh/bohr
- DFT total energy: -3572.2502 Ha
- Structure (SMILES): OB(O)C[C@@H](COCCCC(F)(F)C(F)(F)C(F)(F)C(F)(F)F)NF.ClC(Cl)(Cl)Cl
- LUMO: 0.3 eV

# 7
A structure of composition C11H14BFeN7Se. Source: OMol25; level of theory: ωB97M-V with the def2-TZVPD basis set.

```
! wB97M-V def2-TZVPD RIJCOSX def2/J DEFGRID3
* xyz 0 5
H 2.3046 -1.8683 0.0158
N 0.9403 -0.7950 -1.2309
B -0.5588 -0.0225 -3.0529
N 0.4996 -1.0071 -2.5109
C 1.1358 -2.0580 -3.0674
Fe 0.0578 1.1161 -0.0444
H 0.9077 -2.2939 -4.1066
C 2.0119 -2.5647 -2.1063
H 2.6767 -3.3978 -2.2440
C 1.8269 -1.7673 -0.9520
H -0.7836 -0.2200 -4.2046
C -0.5385 2.3787 1.0527
H -0.2111 2.1517 2.0760
H -1.6420 2.2779 0.9878
H -0.2596 3.4063 0.7427
N -0.0103 1.4099 -2.8459
N -1.8367 -0.1665 -2.1891
N 0.3393 1.9101 -1.5891
N -1.7505 0.1312 -0.8422
C 0.2696 2.3334 -3.7658
C -3.0930 -0.5301 -2.5109
H 0.0596 2.0687 -4.7811
H -3.2979 -0.7479 -3.5639
C 0.8140 3.4580 -3.1439
C -3.8499 -0.4861 -1.3349
C 0.8650 3.1673 -1.7784
C -2.9694 -0.1027 -0.3082
H 1.1364 4.3530 -3.6307
H -4.9008 -0.7116 -1.2564
H 1.2273 3.7694 -0.9494
H -3.1756 0.0339 0.7535
H 1.1038 1.9887 0.4578
Se 0.8721 -2.2557 3.1881
C 0.6205 -0.8948 2.0950
N 0.4921 -0.0159 1.3000
*
```

- Orbital gap (spin up / spin down): 7.74 / 7.04 eV
- Relative energy (zero: lowest compared OMol25 entry of this formula, charge and spin): 269.8 kJ/mol
- Largest force on an atom: 0.13939 Eh/bohr
- DFT total energy: -4500.7704 Ha
- LUMO (spin up / spin down): -0.1 / -0.9 eV
- ⟨S²⟩: 6.0671

# 8
A structure of composition C11H14Br15INO3P. Source: OMol25; level of theory: ωB97M-V with the def2-TZVPD basis set.

```
! wB97M-V def2-TZVPD RIJCOSX def2/J DEFGRID3
* xyz 0 1
C 1.8714 -0.2346 2.6044
C 2.2346 -0.2593 1.0058
Br 4.2198 -0.3758 0.6805
C 1.5620 0.9766 0.1351
Br 1.9039 2.7991 0.8844
C -0.0469 0.6920 -0.2273
O -0.5413 1.4128 -1.2360
O -0.7450 -0.3440 0.5455
C -2.1743 -0.0491 0.7260
Br -3.2961 -0.4969 -0.9185
C -2.7111 -1.1261 1.8889
C -4.1190 -1.8652 1.4898
O -5.3500 -1.3623 1.6107
I -3.9685 -3.9291 0.6658
P -2.5726 1.7139 1.3710
N -2.2740 1.9424 2.9453
H 1.8262 0.8461 3.0806
H 0.7964 -0.6983 2.7314
H 2.7032 -0.8168 3.2293
H 1.7459 -1.2549 0.5639
H 2.1086 0.9446 -0.9256
H -1.8829 -1.9777 1.9718
H -2.8559 -0.6312 2.9386
H -3.9636 1.9803 0.9951
H -1.7824 2.7119 0.6503
H -1.5638 2.7130 2.9847
C -7.3039 -3.9947 3.8738
Br -8.8916 -3.4839 4.8750
Br -5.9324 -4.7505 5.0279
Br -7.7332 -5.1767 2.3897
H -6.8891 -3.0776 3.4425
C 3.5139 6.5737 2.2993
Br 1.6495 6.2085 1.8812
Br 4.6429 5.0201 1.9896
Br 4.1718 8.1453 1.3606
H 3.5637 6.7967 3.3702
C 2.9545 0.3008 -4.2345
Br 1.3668 0.8116 -3.2332
Br 4.3260 -0.4550 -3.0804
Br 2.5252 -0.8812 -5.7186
H 3.3693 1.2179 -4.6657
C 4.7075 -3.4249 -8.4427
Br 4.9362 -3.6483 -6.5239
Br 2.9999 -2.6004 -8.8770
Br 6.1988 -2.4656 -9.2426
H 4.6995 -4.4276 -8.8827
*
```

- Orbital gap: 8.52 eV
- Relative energy (zero: lowest compared OMol25 entry of this formula, charge and spin): 288.3 kJ/mol
- Largest force on an atom: 0.17188 Eh/bohr
- DFT total energy: -39957.0210 Ha
- LUMO: -0.9 eV